1.
{"formula": "C5H14", "method": "ωB97M-V/def2-TZVPD", "species": ["C", "C", "C", "C", "C", "H", "H", "H", "H", "H", "H", "H", "H", "H", "H", "H", "H", "H", "H"], "positions_angstrom": [[-2.743, 0.426, 0.474], [3.205, -1.345, 0.999], [-1.412, 0.452, -0.283], [-1.413, 1.529, -1.365], [1.990, -0.950, 0.174], [-0.410, 1.715, -1.766], [-1.984, 1.227, -2.248], [3.738, -0.474, 1.364], [-1.787, 2.475, -0.970], [-1.327, -0.533, -0.748], [3.926, -1.901, 0.388], [1.542, -1.832, -0.291], [-3.556, 0.215, -0.228], [2.976, -1.991, 1.849], [1.250, -0.413, 0.761], [2.284, -0.293, -0.652], [-2.719, -0.331, 1.259], [-2.984, 1.406, 0.895], [-0.576, 0.619, 0.389]], "homo_energy_ev": [1.528, -7.903], "multiplicity": 2, "total_charge": -1, "gap_ha": [0.0949, 0.4460], "e_lumo_ev": [4.1, 4.2]}

---

2.
{"formula": "C8H8ClNO3", "method": "ωB97M-V/def2-TZVPD", "species": ["Cl", "O", "O", "O", "N", "C", "C", "C", "C", "C", "C", "C", "C", "H", "H", "H", "H", "H", "H", "H", "H"], "positions_angstrom": [[3.940, 1.006, 1.146], [1.362, -1.799, 0.446], [4.058, -1.364, -0.025], [3.796, 0.444, -1.417], [0.509, 0.325, -0.101], [1.348, -0.655, 0.098], [-0.902, 0.261, 0.032], [-1.638, 1.403, -0.259], [-1.544, -0.900, 0.439], [3.574, -0.119, -0.220], [-2.923, -0.910, 0.551], [-3.016, 1.382, -0.142], [-3.662, 0.225, 0.261], [-3.583, 2.272, -0.369], [-0.974, -1.786, 0.666], [-4.737, 0.208, 0.348], [4.681, 0.224, -1.750], [-3.423, -1.812, 0.865], [-1.130, 2.304, -0.572], [3.375, -1.922, 0.400], [0.890, 1.214, -0.396]], "homo_energy_ev": -8.172, "total_charge": 0, "gap_ha": 0.3214, "e_lumo_ev": 0.6}

---

3.
{"formula": "C15H22LiN5O8S", "method": "ωB97M-V/def2-TZVPD", "species": ["S", "O", "O", "O", "O", "O", "O", "O", "O", "N", "N", "N", "N", "N", "C", "C", "C", "C", "C", "C", "C", "C", "C", "C", "C", "C", "C", "C", "C", "Li", "H", "H", "H", "H", "H", "H", "H", "H", "H", "H", "H", "H", "H", "H", "H", "H", "H", "H", "H", "H", "H", "H"], "positions_angstrom": [[-1.160, -3.797, -0.611], [-3.723, -0.296, 5.109], [-1.445, 2.048, -2.554], [0.582, 2.314, -0.688], [-2.600, -0.999, -1.095], [4.329, -0.498, -2.051], [-0.655, 3.863, 0.354], [2.368, -0.169, -1.011], [-0.523, -0.399, -1.657], [-0.295, 0.291, 1.519], [1.299, -3.726, -1.691], [-2.497, 1.408, 5.944], [1.366, 1.319, -2.983], [1.240, -2.974, 0.347], [0.497, -3.477, -0.654], [2.817, 1.009, -3.037], [-0.329, 1.402, 2.257], [-0.384, 3.157, -0.605], [-1.254, 3.284, -1.868], [-1.110, 1.526, 3.396], [-1.070, -0.733, 1.895], [-1.883, -0.696, 3.012], [3.225, 0.021, -1.921], [-2.789, 0.472, 5.004], [-1.896, 0.454, 3.790], [-2.340, 1.184, -1.900], [2.701, -3.403, -1.433], [-1.709, -0.148, -1.548], [2.677, -3.057, 0.068], [0.847, 0.453, -0.215], [-2.154, -1.865, -0.882], [0.802, 0.467, -2.900], [-2.211, 3.734, -1.596], [1.041, 1.839, -3.793], [-1.625, 1.904, 5.942], [1.076, 1.853, -2.087], [3.135, -3.840, 0.676], [-3.209, 0.987, -2.533], [3.341, -4.256, -1.652], [3.034, -2.548, -2.018], [-3.038, 1.391, 6.792], [3.165, -2.103, 0.247], [-1.116, 2.471, 3.922], [0.868, -2.986, 1.281], [-2.713, 1.609, -0.962], [0.921, -4.037, -2.567], [3.062, 0.576, -4.004], [-2.508, -1.536, 3.279], [-0.752, 3.953, -2.571], [0.263, 2.237, 1.904], [3.377, 1.935, -2.918], [-1.045, -1.616, 1.266]], "homo_energy_ev": -8.684, "total_charge": 0, "gap_ha": 0.3182, "e_lumo_ev": 0.0}

---

4.
{"formula": "C5H6OS2", "method": "ωB97M-V/def2-TZVPD", "species": ["S", "S", "O", "C", "C", "C", "C", "C", "H", "H", "H", "H", "H", "H"], "positions_angstrom": [[-3.314, -0.694, -0.337], [2.628, 2.182, -0.526], [-1.398, 0.773, 0.634], [1.272, 1.289, -0.288], [0.589, -1.061, -0.160], [1.255, 0.079, 0.556], [-1.793, -0.339, 0.007], [-0.690, -1.250, -0.382], [2.301, -0.228, 0.731], [1.300, -1.818, -0.597], [-2.194, 1.295, 0.784], [0.742, 0.320, 1.441], [0.344, 1.547, -0.850], [-1.042, -2.096, -1.016]], "smiles": "OC(=S)/C=C\\CC=S", "homo_energy_ev": -8.855, "total_charge": 0, "gap_ha": 0.3040, "e_lumo_ev": -0.6}

---

5.
{"formula": "C24H20IN2OPReS", "method": "ωB97M-V/def2-TZVPD", "species": ["Re", "I", "S", "P", "O", "N", "N", "C", "C", "C", "C", "C", "C", "C", "C", "C", "C", "C", "C", "C", "C", "C", "C", "C", "C", "C", "C", "C", "C", "C", "C", "H", "H", "H", "H", "H", "H", "H", "H", "H", "H", "H", "H", "H", "H", "H", "H", "H", "H", "H", "H"], "positions_angstrom": [[-1.120, -0.083, 1.093], [1.413, -2.193, 2.129], [-0.548, 1.349, 3.065], [-0.016, -0.081, -1.070], [-2.939, 1.364, 0.799], [-0.197, 0.848, 5.631], [-1.190, -0.858, 4.390], [2.711, 3.558, -0.506], [-1.226, 0.444, -3.606], [-1.330, 0.421, -2.229], [-2.485, 0.917, -1.607], [-1.259, -1.578, 5.498], [-0.260, 0.131, 6.772], [1.135, 2.355, -1.872], [2.226, -1.323, -2.106], [-0.798, -1.121, 6.739], [-0.597, -2.107, 1.353], [-0.649, 0.360, 4.445], [2.659, 2.559, 0.456], [1.842, 1.457, 0.263], [-2.438, 0.848, -0.172], [0.152, -2.584, -2.212], [1.075, 1.354, -0.903], [-2.280, 0.963, -4.355], [2.873, -2.351, -2.774], [2.169, -3.484, -3.155], [-3.544, 1.430, -2.357], [-3.427, 1.451, -3.737], [1.957, 3.451, -1.667], [0.863, -1.440, -1.840], [0.813, -3.606, -2.870], [-0.865, -1.728, 7.628], [-0.599, -2.762, 0.486], [3.929, -2.270, -2.994], [-0.908, -2.659, -1.996], [-4.441, 1.784, -1.866], [-1.701, -2.563, 5.402], [1.822, 0.661, 0.999], [0.547, 2.280, -2.777], [3.344, 4.422, -0.353], [2.007, 4.229, -2.418], [0.120, 0.593, 7.672], [-1.246, -2.521, 2.127], [-2.204, 0.988, -5.434], [-4.236, 1.847, -4.334], [0.203, 1.779, 5.639], [2.767, -0.438, -1.797], [0.277, -4.500, -3.158], [2.680, -4.283, -3.676], [3.255, 2.635, 1.355], [-0.342, 0.053, -4.095]], "homo_energy_ev": [-14.054, -14.509], "multiplicity": 4, "total_charge": 2, "gap_ha": [0.2656, 0.2579], "e_lumo_ev": [-6.8, -7.5]}

---

6.
{"formula": "C17H18AgN2O7S3", "method": "ωB97M-V/def2-TZVPD", "species": ["Ag", "S", "S", "S", "O", "O", "O", "O", "O", "O", "O", "N", "N", "C", "C", "C", "C", "C", "C", "C", "C", "C", "C", "C", "C", "C", "C", "C", "C", "C", "H", "H", "H", "H", "H", "H", "H", "H", "H", "H", "H", "H", "H", "H", "H", "H", "H", "H"], "positions_angstrom": [[-0.021, -7.554, 14.415], [0.439, -9.879, 12.187], [-1.484, -10.061, 16.504], [-0.399, -6.276, 10.652], [0.165, -11.323, 12.275], [-0.211, -5.888, 13.209], [0.502, -6.634, 9.552], [0.601, -6.125, 11.982], [0.964, -9.248, 13.408], [-1.556, -8.785, 15.691], [1.278, -9.463, 11.064], [-3.883, -5.474, 14.224], [-4.727, -7.742, 15.248], [-2.668, -11.168, 15.769], [-3.504, -9.424, 12.099], [-5.585, -6.694, 15.304], [-5.977, -4.279, 14.785], [0.050, -10.968, 16.119], [-2.175, -9.865, 12.197], [-5.079, -5.440, 14.860], [-7.359, -4.484, 15.035], [-2.654, -7.698, 10.655], [-1.382, -7.862, 11.138], [-4.224, -3.157, 13.711], [-3.709, -8.337, 11.295], [-7.815, -5.715, 15.449], [-6.967, -6.820, 15.496], [-1.142, -9.041, 11.873], [-5.478, -3.098, 14.228], [-3.482, -4.369, 13.674], [-5.010, -8.675, 15.529], [-2.764, -6.961, 9.899], [-3.791, -7.579, 14.827], [-4.284, -9.952, 12.731], [-3.575, -10.643, 15.352], [-4.753, -7.994, 11.151], [0.864, -10.284, 16.356], [0.120, -11.216, 15.058], [-2.019, -10.860, 12.582], [-8.891, -5.888, 15.682], [0.141, -11.856, 16.747], [-2.548, -4.415, 13.111], [-2.150, -11.686, 14.929], [-2.979, -11.889, 16.517], [-6.141, -2.274, 13.963], [-7.337, -7.886, 15.722], [-3.760, -2.285, 13.276], [-8.061, -3.630, 15.022]], "homo_energy_ev": -4.939, "total_charge": -1, "gap_ha": 0.2565, "e_lumo_ev": 2.0}

---

7.
{"formula": "C54H66Br2ClFN2O5P", "method": "ωB97M-V/def2-TZVPD", "species": ["Br", "Br", "Cl", "P", "F", "O", "O", "O", "O", "O", "N", "N", "C", "C", "C", "C", "C", "C", "C", "C", "C", "C", "C", "C", "C", "C", "C", "C", "C", "C", "C", "C", "C", "C", "C", "C", "C", "C", "C", "C", "C", "C", "C", "C", "C", "C", "C", "C", "C", "C", "C", "C", "C", "C", "C", "C", "C", "C", "C", "C", "C", "C", "C", "C", "C", "C", "H", "H", "H", "H", "H", "H", "H", "H", "H", "H", "H", "H", "H", "H", "H", "H", "H", "H", "H", "H", "H", "H", "H", "H", "H", "H", "H", "H", "H", "H", "H", "H", "H", "H", "H", "H", "H", "H", "H", "H", "H", "H", "H", "H", "H", "H", "H", "H", "H", "H", "H", "H", "H", "H", "H", "H", "H", "H", "H", "H", "H", "H", "H", "H", "H", "H"], "positions_angstrom": [[0.212, -6.618, -0.461], [1.480, -5.903, -3.225], [-5.558, -3.979, 1.651], [2.536, -3.705, -1.394], [1.552, -1.869, -3.163], [7.804, 5.267, -0.738], [-0.972, -5.342, -2.569], [-1.624, 5.004, 2.433], [-4.200, 7.069, 6.655], [2.926, 3.561, 0.672], [-1.813, -3.052, 1.082], [-0.269, -2.690, -1.926], [-3.060, -4.863, -3.601], [-2.677, 7.431, 4.890], [4.591, 6.758, 2.787], [3.125, -5.138, -0.408], [-4.554, 4.345, 6.137], [0.229, -2.179, -3.280], [-4.289, -3.972, -3.934], [6.005, 3.815, -1.193], [-0.808, -4.923, 2.290], [-0.946, 9.010, 3.403], [0.175, -5.208, -1.865], [-1.758, -3.093, -2.111], [0.704, 0.309, 0.361], [-3.091, 4.624, 4.241], [-4.078, 2.483, 4.692], [4.741, 3.363, -0.813], [-1.632, 9.553, 4.484], [-0.481, -1.405, -1.097], [0.388, -3.722, 0.344], [4.135, 2.331, -1.519], [-4.551, -1.652, -2.728], [-3.595, 6.597, 5.718], [-3.744, 5.157, 5.353], [-2.344, -5.172, -4.934], [-1.388, 1.715, -0.195], [-4.120, -4.447, -0.626], [-0.079, 1.616, 0.577], [-0.858, -3.875, 1.205], [6.688, 4.908, -0.438], [-4.717, 3.011, 5.809], [0.539, -3.808, -1.203], [5.948, 5.536, 0.695], [6.648, 3.240, -2.281], [-2.869, -5.149, -1.135], [-2.495, 8.766, 5.226], [4.783, 1.757, -2.598], [3.125, -2.420, -0.190], [-4.611, -5.106, 0.669], [-3.267, 3.286, 3.911], [5.868, 7.185, 2.437], [-1.129, 7.682, 3.059], [6.039, 2.214, -2.983], [3.993, 5.717, 2.099], [4.675, -5.057, -0.506], [6.545, 6.576, 1.394], [-0.008, -2.985, -4.516], [4.101, -1.415, -0.855], [-1.996, 6.888, 3.799], [4.016, 3.976, 0.336], [-2.160, -4.551, -2.361], [-4.230, -2.442, -4.005], [0.581, -0.316, -1.042], [-2.189, 5.465, 3.402], [4.670, 5.101, 1.053], [-0.998, -2.767, -4.906], [-0.269, 9.628, 2.827], [-3.787, -5.487, 1.267], [3.155, 1.989, -1.211], [2.843, -5.047, 0.644], [6.542, 1.768, -3.830], [-3.299, -2.089, -4.462], [3.003, 5.373, 2.364], [-2.533, -3.199, 1.787], [-5.049, 4.770, 6.999], [3.663, -2.931, 0.609], [-1.993, 2.553, 0.144], [-2.117, -2.443, -2.899], [-0.805, -1.698, -0.107], [-0.606, 7.250, 2.217], [-2.230, -4.295, -5.569], [5.069, -6.047, -0.724], [-1.975, 0.795, -0.163], [-2.169, -5.238, -0.307], [-4.948, -4.508, -1.326], [4.307, 0.950, -3.143], [-1.400, -5.688, -4.807], [-1.371, -0.952, -1.535], [1.763, 0.524, 0.526], [-5.345, 2.379, 6.423], [5.106, -4.707, 0.426], [7.625, 3.604, -2.566], [4.193, -1.594, -1.925], [-1.491, 10.593, 4.747], [0.542, 2.484, 0.389], [0.426, -0.402, 1.143], [6.335, 7.995, 2.980], [-4.214, 1.441, 4.435], [0.123, -5.483, 2.294], [2.790, -6.095, -0.780], [-5.253, -5.956, 0.442], [-4.565, -4.295, -4.939], [0.754, -2.728, 0.595], [-4.938, -0.669, -2.991], [-3.033, 9.175, 6.070], [-3.126, -6.181, -1.380], [2.327, -1.893, 0.321], [0.280, 0.479, -1.727], [4.994, -4.406, -1.320], [-0.282, -1.222, -3.401], [-1.619, -5.639, 2.154], [-0.321, 1.670, 1.642], [0.707, -2.621, -5.253], [7.537, 6.900, 1.113], [-5.342, -2.158, -2.176], [4.064, 7.240, 3.600], [5.101, -1.543, -0.443], [-2.247, -2.777, -1.198], [3.799, -0.386, -0.676], [-4.999, -2.150, -4.722], [-5.155, -4.256, -3.333], [1.133, -4.390, 0.761], [-3.488, -5.833, -3.341], [-2.761, 2.888, 3.042], [-0.932, -4.436, 3.255], [-2.998, -5.845, -5.490], [1.552, -0.615, -1.395], [-3.952, -3.394, -0.413], [-3.706, -1.512, -2.059], [0.103, -4.052, -4.416], [-1.182, 1.919, -1.251]], "homo_energy_ev": -11.121, "total_charge": 1, "gap_ha": 0.3168, "e_lumo_ev": -2.5}

---

8.
{"formula": "C3H10N2", "method": "ωB97M-V/def2-TZVPD", "species": ["N", "N", "C", "C", "C", "H", "H", "H", "H", "H", "H", "H", "H", "H", "H"], "positions_angstrom": [[-1.573, -0.040, 2.572], [0.446, -0.210, -0.129], [0.592, 0.152, -1.380], [0.789, -1.515, 0.365], [0.319, 1.579, -1.752], [0.151, 1.532, -2.886], [-0.850, 0.592, 2.282], [-1.798, -0.626, 1.804], [1.137, -0.505, -2.061], [-0.645, 1.943, -1.268], [-2.386, 0.649, 2.619], [1.510, -1.580, 1.246], [1.278, -2.210, -0.373], [-0.128, -2.092, 0.546], [1.159, 2.332, -1.585]], "smiles": "C/C=N/C.N", "homo_energy_ev": -9.485, "total_charge": 0, "gap_ha": 0.3874, "e_lumo_ev": 1.1}

---

E_tot for every record listed, in sequence, given in eV: -5410.465 -28579.187 -50788.016 -28998.585 -60579.113 -71734.749 -234892.804 -6252.135.
Energy relative to the best compared isomer or geometry (same formula, charge and spin) for every record listed, in sequence, given in eV: 0.044 1.231 0.000 1.371 0.953 4.189 0.000 1.293.